# 1
Density functional theory data (ωB97M-V/def2-TZVPD) for a cluster of 3 separate species, C41H27F3N2O7 in total at a distorted geometry.

```
80
Properties=species:S:1:pos:R:3
C 2.7247 1.2119 -2.2834
N 2.3466 1.5393 -0.8939
C 3.5290 1.8654 -0.0732
C 1.3878 2.5278 -0.7919
O 1.3512 3.2952 0.1425
C 0.2992 2.5934 -1.8428
C -1.0637 2.5109 -1.2016
C -1.6847 3.5643 -0.5020
C -1.1223 4.9672 -0.3392
F -0.2568 5.3353 -1.2760
F -0.5665 5.1345 0.8587
F -2.1422 5.8618 -0.4057
C -2.9223 3.3537 0.1219
C -3.5858 2.1326 0.0640
C -2.9979 1.1252 -0.6723
C -1.7745 1.3158 -1.2871
C -1.4354 0.0340 -1.9935
O -0.3878 -0.3822 -2.3532
N -2.6689 -0.7196 -2.1009
C -3.4605 -0.2684 -0.9684
O -4.2844 -0.8993 -0.3946
H 1.9711 0.5802 -2.7381
H 2.9276 2.0933 -2.8918
H 3.6361 0.6266 -2.2553
H 3.9261 2.8351 -0.3675
H 3.2821 1.8605 0.9791
H 4.2876 1.1086 -0.2353
H 0.3941 3.4901 -2.4438
H 0.3937 1.7656 -2.5322
H -3.3795 4.1595 0.6722
H -4.5331 1.9796 0.5570
H -3.1975 -0.4419 -2.9245
O 3.6380 1.0438 4.6772
C 3.7603 2.1700 5.1125
C 4.8951 2.5236 6.0124
C 5.8316 1.5494 6.3347
C 6.9091 1.8678 7.1432
C 7.0573 3.1614 7.6328
C 6.1200 4.1326 7.3253
C 5.0339 3.8173 6.5188
C 4.0264 4.8729 6.2124
O 4.1220 5.9826 6.6938
C 2.9050 4.5253 5.2963
C 1.9740 5.5018 4.9661
C 0.9407 5.2044 4.0937
C 0.8317 3.9302 3.5484
C 1.7501 2.9501 3.8823
C 2.7878 3.2411 4.7583
H 5.7117 0.5473 5.9471
H 7.6390 1.1085 7.3912
H 7.9056 3.4102 8.2566
H 6.2254 5.1388 7.7063
H 2.0675 6.4915 5.3910
H 0.2196 5.9676 3.8321
H 0.0314 3.7039 2.8580
H 1.6700 1.9575 3.4612
O -3.6880 -3.8579 -5.3929
C -3.6167 -4.9592 -4.8864
C -3.5633 -5.1247 -3.4080
C -3.6203 -3.9981 -2.5995
C -3.6006 -4.1281 -1.2235
C -3.5374 -5.3916 -0.6443
C -3.4712 -6.5208 -1.4438
C -3.4763 -6.3926 -2.8274
C -3.3839 -7.6157 -3.6712
O -3.2574 -8.7144 -3.1720
C -3.4569 -7.4524 -5.1518
C -3.4077 -8.5815 -5.9594
C -3.5013 -8.4522 -7.3345
C -3.6451 -7.1939 -7.9096
C -3.6839 -6.0646 -7.1101
C -3.5862 -6.1880 -5.7299
H -3.6832 -3.0130 -3.0347
H -3.6383 -3.2386 -0.6104
H -3.5327 -5.4939 0.4329
H -3.4139 -7.5055 -1.0011
H -3.2996 -9.5563 -5.5046
H -3.4654 -9.3332 -7.9617
H -3.7255 -7.0961 -8.9842
H -3.7917 -5.0832 -7.5505
```

Values from the calculation:
HOMO-LUMO gap: 8.797 eV
SMILES: CN(C)C(=O)Cc1c(C(F)(F)F)ccc2c1C(=O)NC2=O.O=C1c2ccccc2C(=O)c2ccccc21.O=C1c2ccccc2C(=O)c2ccccc21
Maximum force: 0.02736 hartree/bohr
2S+1: 1
E_tot: -68422.1597 eV


# 2
Density functional theory data (ωB97M-V/def2-TZVPD) for a structure of composition C41H28AsF6GdN8 at a distorted geometry.

```
85
Properties=species:S:1:pos:R:3
Gd 10.5627 12.6974 11.8248
C 16.4538 15.3237 9.6136
C 17.0325 14.4348 10.5058
C 16.2253 13.5275 11.1328
C 14.9072 13.5287 10.7925
C 13.8652 12.6711 11.3350
N 12.6672 12.9970 10.7650
C 12.8860 13.9575 9.7988
N 12.0371 14.5222 8.9689
C 10.7807 14.0419 8.7459
C 9.8361 14.5140 7.6762
C 9.9473 15.4895 6.6965
C 8.8461 15.6324 5.8471
C 7.6882 14.8327 5.9647
C 7.6105 13.8636 6.9627
C 8.7088 13.7146 7.7996
C 8.9578 12.7571 8.9659
N 8.1558 11.8236 9.3047
C 8.4664 10.9087 10.2624
N 9.4809 10.8194 11.0991
C 9.3825 9.4995 11.7195
N 10.2596 9.0447 12.5868
C 11.4370 9.5396 12.7854
N 11.9824 10.7170 12.3112
C 13.2895 10.7755 12.5109
N 14.1610 11.7008 12.1620
C 13.7533 9.5346 13.1363
C 14.9986 9.1014 13.5175
C 15.1519 7.8176 14.0342
C 14.0242 6.9805 14.1370
C 12.7423 7.4265 13.7152
C 12.5848 8.7530 13.3184
C 8.2376 8.7705 11.1537
C 7.7996 7.4655 11.3237
C 6.6616 7.1362 10.5807
C 6.0538 8.0970 9.7740
C 6.4925 9.4170 9.6303
C 7.6371 9.7108 10.3426
N 10.1583 13.1542 9.5774
C 14.3230 14.3596 9.8397
C 15.1185 15.3217 9.2334
H 17.1214 16.0513 9.1688
H 18.0617 14.5066 10.7916
H 16.6272 12.8527 11.8933
H 10.8008 16.1371 6.6512
H 8.8768 16.3105 4.9923
H 6.8515 14.9847 5.3055
H 6.7477 13.2311 7.0359
H 15.9151 9.7311 13.4587
H 16.1320 7.4833 14.3617
H 14.1883 5.9436 14.4031
H 11.8921 6.7431 13.7398
H 8.2548 6.7831 12.0357
H 6.3658 6.0701 10.5900
H 5.2328 7.7427 9.2059
H 6.0123 10.1060 8.9411
H 14.7701 15.9476 8.3907
C 10.2939 16.1310 15.2163
C 10.7306 14.7120 15.0753
C 9.8881 13.6076 15.0465
C 10.3406 12.2906 15.0345
C 9.3502 11.2036 15.4005
C 11.7526 12.0909 15.0963
C 12.6064 13.2008 15.0458
C 14.1289 13.1478 15.0832
C 12.0681 14.5044 15.0766
H 10.9786 16.6579 15.8832
H 9.3490 16.2468 15.7408
H 10.2646 16.6924 14.2428
H 8.8098 13.7647 15.1365
H 9.7555 10.2016 15.2236
H 8.4873 11.2600 14.7820
H 9.1010 11.3873 16.4582
H 12.1392 11.1021 15.3515
H 14.5381 12.7213 14.1754
H 14.5088 12.6238 15.9286
H 14.4808 14.1641 15.2491
H 12.7386 15.3143 15.0863
F 10.0668 15.1929 12.2245
As 8.2259 15.2889 12.0529
F 8.2448 16.9260 11.6851
F 8.5019 14.8533 10.3830
F 6.5477 15.1105 11.9524
F 8.4325 13.4405 12.3428
F 8.0886 15.6087 13.7265
```

Values from the calculation:
HOMO-LUMO gap (alpha / beta): 5.269 / 6.111 eV
Total charge: +1
Relative energy (zero: lowest compared OMol25 entry of this formula, charge and spin): 0.0 kJ/mol
Maximum force: 0.05735 hartree/bohr
2S+1: 7
E_tot: -152869.8800 eV
Expectation value of S²: 12.3852


# 3
Density functional theory data (ωB97M-V/def2-TZVPD) for a structure of composition C41H29AsBr2F5NO3PdSSe.

```
85
Properties=species:S:1:pos:R:3
Pd -0.0080 0.1400 -0.1003
Br -2.5735 3.4105 -3.1884
C -2.8770 3.0595 -1.3980
C -3.9087 3.6821 -0.7138
C -4.1623 3.4054 0.6169
Br -5.5806 4.2685 1.4531
C -3.3589 2.4642 1.3506
C -3.5522 2.1276 2.7012
C -2.7220 1.2065 3.2925
C -1.7051 0.6219 2.5363
N -1.5161 0.9266 1.2662
C -2.3161 1.8282 0.6705
C -2.0346 2.1014 -0.7449
O -1.1150 1.5031 -1.3535
H -4.5341 4.3964 -1.2318
H -4.3462 2.5971 3.2654
H -2.8439 0.9316 4.3306
H -1.0205 -0.1009 2.9632
C 0.8757 -1.9835 5.6165
C 1.1445 -0.8882 4.6265
C 1.6125 -1.2034 3.3458
C 1.8765 -0.2100 2.4233
C 1.6389 1.1184 2.7607
C 1.1741 1.4569 4.0235
C 0.9413 0.4504 4.9526
S 1.8362 2.4266 1.5845
C 3.6016 2.3391 1.3185
O 1.2574 1.9270 0.2552
H 1.7807 -2.5654 5.7943
H 0.1188 -2.6731 5.2371
H 0.5356 -1.5881 6.5715
H 1.7713 -2.2401 3.0743
H 2.2576 -0.4695 1.4423
H 0.9823 2.4925 4.2772
H 0.5871 0.7091 5.9426
H 3.8613 1.3466 0.9534
H 4.1083 2.5479 2.2598
H 3.8471 3.1014 0.5819
F 6.1213 -3.8963 -2.2574
C 5.1168 -3.0510 -2.2285
C 4.2109 -3.0955 -1.1715
F 4.3671 -3.9884 -0.2030
C 3.1592 -2.2098 -1.1420
F 2.3018 -2.2734 -0.1219
C 2.9635 -1.2570 -2.1492
Se 1.5598 -0.0507 -2.2040
C 3.8976 -1.2402 -3.2040
F 3.7613 -0.3647 -4.1845
C 4.9605 -2.1190 -3.2505
F 5.8236 -2.0872 -4.2492
O -0.4258 -1.8571 0.4552
As -1.8286 -2.7577 0.2081
C -1.5709 -3.8912 -1.2989
C -0.2992 -4.4188 -1.5080
C -0.0871 -5.2735 -2.5780
C -1.1362 -5.5920 -3.4321
C -2.4010 -5.0616 -3.2210
C -2.6240 -4.2081 -2.1499
C -3.2986 -1.5793 -0.1376
C -3.3015 -0.8722 -1.3376
C -4.3220 0.0277 -1.6066
C -5.3266 0.2351 -0.6684
C -5.3223 -0.4695 0.5285
C -4.3132 -1.3864 0.7939
C -2.1688 -3.8262 1.7515
C -2.1611 -3.2517 3.0213
C -2.3989 -4.0389 4.1350
C -2.6399 -5.4002 3.9824
C -2.6422 -5.9726 2.7201
C -2.4058 -5.1877 1.5995
H 0.5163 -4.1632 -0.8415
H 0.8942 -5.6968 -2.7453
H -0.9671 -6.2601 -4.2658
H -3.2142 -5.3121 -3.8882
H -3.6128 -3.7962 -1.9853
H -2.5239 -1.0353 -2.0774
H -4.3407 0.5541 -2.5529
H -6.1301 0.9289 -0.8809
H -6.1199 -0.3236 1.2448
H -4.3313 -1.9542 1.7164
H -1.9665 -2.1920 3.1429
H -2.4031 -3.5967 5.1225
H -2.8263 -6.0141 4.8532
H -2.8263 -7.0319 2.6051
H -2.4066 -5.6415 0.6160
```

Values from the calculation:
HOMO-LUMO gap (alpha / beta): 7.739 / 6.359 eV
Total charge: +2
Relative energy (zero: lowest compared OMol25 entry of this formula, charge and spin): 18.9 kJ/mol
Maximum force: 0.01430 hartree/bohr
2S+1: 5
E_tot: -344776.0719 eV
Expectation value of S²: 6.0564


Question: Among the records above, which one has the lowest E_tot?
Answer: C41H29AsBr2F5NO3PdSSe


Question: 2S+1 of number 3 (C41H29AsBr2F5NO3PdSSe)?
Answer: 5


Question: Which value of maximum force does entry 3 give?
Answer: 0.01430 hartree/bohr


Question: Which value of E_tot does entry 3 give?
Answer: -344776.0719 eV